[1]
DFT (ωB97M-V/def2-TZVPD) results for 2 unconnected molecules or ions with the total composition C2H2FO3P.

The total charge is -2. As for the HOMO energy (spin up / spin down): 0.50 / 1.49 eV. The HOMO-LUMO gap (spin up / spin down) comes out at 6.41 / 5.44 eV. For the relative energy (zero: lowest compared OMol25 entry of this formula, charge and spin), the calculation gives 136.2 kcal/mol. The multiplicity is 1.

Last column: Mulliken charge in e.
Cartesian coordinates (Å):
C 0.770 0.617 0.249  -0.543
C -2.340 0.733 -0.051  -0.038
O -5.131 0.083 0.323  -0.709
O -3.421 -1.899 0.000  -0.765
O -3.069 0.345 -1.232  -0.361
F -2.627 2.101 0.291  -0.240
P -3.757 -0.407 0.167  0.738
H 0.969 0.321 1.367  -0.077
H 0.240 -0.257 -0.142  -0.006

[2]
DFT (ωB97M-V/def2-TZVPD) results for 2 unconnected molecules or ions with the total composition C2H2FOS.

The total charge is -1. As for the HOMO energy: -2.63 eV. The HOMO-LUMO gap comes out at 6.33 eV. For the relative energy (zero: lowest compared OMol25 entry of this formula, charge and spin), the calculation gives 45.6 kcal/mol. The multiplicity is 1.

Last column: Mulliken charge in e.
Cartesian coordinates (Å):
C 0.473 -0.526 -1.242  0.272
C -0.389 0.330 0.796  -0.567
O 0.253 0.305 -2.050  -0.369
F -1.065 1.578 0.565  -0.331
S 1.194 -1.882 -0.935  -0.465
H 0.459 0.496 1.472  0.183
H -0.925 -0.300 1.393  0.277

[3]
DFT (ωB97M-V/def2-TZVPD) results for 2 unconnected molecules or ions with the total composition C2H2I2P.

The total charge is +1. As for the HOMO energy: -14.29 eV. The HOMO-LUMO gap comes out at 6.38 eV. For the relative energy (zero: lowest compared OMol25 entry of this formula, charge and spin), the calculation gives 35.6 kcal/mol. The multiplicity is 1.

Last column: Mulliken charge in e.
Cartesian coordinates (Å):
C 0.361 0.497 -1.523  -0.252
C 0.530 -0.020 -0.425  -0.651
P 3.326 -1.342 0.511  0.245
I 3.995 -0.556 -1.608  0.379
I 4.188 0.227 2.156  0.331
H 0.379 0.754 -2.536  0.444
H 0.399 -0.213 0.584  0.503

[4]
DFT (ωB97M-V/def2-TZVPD) results for a gas-phase ion, C2H2I2P (charge +1).

The total charge is +1. As for the HOMO energy: -14.25 eV. The HOMO-LUMO gap comes out at 7.77 eV. For the relative energy (zero: lowest compared OMol25 entry of this formula, charge and spin), the calculation gives 3.1 kcal/mol. The multiplicity is 1.

Last column: Mulliken charge in e.
Cartesian coordinates (Å):
C 0.495 -0.004 -0.663  -0.242
C 0.526 0.000 0.658  -0.123
P 2.271 -0.003 0.157  0.070
I 3.515 2.062 -0.013  0.284
I 3.481 -2.081 -0.013  0.284
H -0.121 0.000 -1.540  0.370
H -0.094 0.000 1.535  0.357

[5]
DFT (ωB97M-V/def2-TZVPD) results for C2H2I2P2S2 in the gas phase.

The total charge is 0. As for the HOMO energy: -9.25 eV. The HOMO-LUMO gap comes out at 6.71 eV. As for the SMILES: C=C(I)P(I)#S#P=S. For the relative energy (zero: lowest compared OMol25 entry of this formula, charge and spin), the calculation gives 31.5 kcal/mol. The multiplicity is 1.

Last column: Mulliken charge in e.
Cartesian coordinates (Å):
C -1.622 0.825 -0.217  -0.612
C -0.344 0.618 -0.256  -0.040
P 0.314 -2.286 0.831  0.273
P 0.679 0.629 1.231  0.091
S 0.802 -3.837 -0.139  -0.182
S 2.009 -0.924 0.672  -0.121
I 0.481 0.294 -2.257  0.154
I 2.163 3.196 0.441  -0.164
H -2.187 0.658 -1.026  0.365
H -2.296 0.828 0.721  0.238

[6]
DFT (ωB97M-V/def2-TZVPD) results for 2 unconnected molecules or ions with the total composition C2H2IN3.

The total charge is 0. As for the HOMO energy: -9.88 eV. The HOMO-LUMO gap comes out at 9.85 eV. As for the SMILES: IC1=NC1.N#N. For the relative energy (zero: lowest compared OMol25 entry of this formula, charge and spin), the calculation gives 26.2 kcal/mol. The multiplicity is 1.

Last column: Mulliken charge in e.
Cartesian coordinates (Å):
C -0.777 0.319 1.497  -0.199
C -1.650 0.223 0.351  0.033
N -0.129 3.527 0.466  0.010
N -1.011 3.568 1.125  -0.006
N -0.622 0.907 0.131  -0.418
I -3.581 -0.113 -0.305  0.163
H -0.980 0.899 2.365  0.218
H 0.020 -0.366 1.710  0.198